Entry 1:
Here is the molecule C5H7NO from the Open Molecules 2025 dataset. Energies are from ωB97M-V/def2-TZVPD.

Results
- 2S+1: 1
- E_HOMO: -8.66 eV
- E_tot: -8830.55458 eV
- Energy above the lowest of the compared OMol25 structures with the same formula, charge and spin: 130.3 kcal/mol

Last column: natural (NBO) charge in e.
Atoms and positions in Å:
C -2.2377 -0.8476 -0.4780  -0.39
C 1.4965 -0.6984 0.6942  -0.66
C -1.2621 0.0099 -0.5710  0.11
H -0.4000 0.1522 1.2781  0.08
H -2.4672 -1.3843 0.4347  0.23
O 1.0308 1.6506 1.0962  -0.62
H 0.9707 2.1779 -1.3135  0.37
H 1.8229 -0.9450 1.7037  0.24
N 0.1961 1.6391 -1.7128  -0.51
H -2.8679 -1.0491 -1.3420  0.25
H 0.9664 -1.5514 0.2724  0.21
C -0.2041 0.7652 -0.9163  0.19
C 0.5911 0.5366 0.7724  0.29
H 2.3642 -0.4558 0.0819  0.22

Forces on atoms 1 to 6 (eV/Å):
C 0.324 0.077 0.744
C 0.028 0.373 -1.080
C 1.475 0.512 -2.340
H 1.256 0.608 0.147
H -0.041 0.002 0.128
O -0.187 -0.150 -1.001

---

Entry 2:
Here is a cluster of 11 separate species, C44H121N11O11 in total from the Open Molecules 2025 dataset. Energies are from ωB97M-V/def2-TZVPD.

Results
- 2S+1: 1
- E_HOMO: -8.48 eV
- E_tot: -86495.09100 eV
- Energy above the lowest of the compared OMol25 structures with the same formula, charge and spin: 95.5 kcal/mol
- SMILES string: COC[C@H](C)N.COC[C@H](C)N.COC[C@H](C)N.COC[C@H](C)N.COC[C@H](C)N.COC[C@H](C)N.COC[C@H](C)N.COC[C@H](C)N.COC[C@H](C)N.COC[C@H](C)N.COC[C@H](C)N

Last column: Mulliken charge in e.
Atoms and positions in Å:
C 5.1012 0.0047 3.6449  -0.98
C 3.5278 -2.4449 0.1697  0.20
C -3.0641 0.0991 -4.2561  -1.01
H -2.6346 1.4951 1.4538  -0.72
C -4.4170 2.2506 -1.6871  -0.78
H 4.2652 4.6540 1.1010  0.10
H -2.7141 5.9983 5.2214  0.28
C 4.7634 -0.1701 -3.3229  -1.15
N 7.3856 3.6280 2.7282  -0.82
H 1.3603 0.6357 -3.3934  0.20
H 3.0052 -4.0714 -2.3482  -0.88
O 3.3136 -6.5311 -3.2253  -0.46
H 0.6533 -3.7656 -1.1137  0.13
H -6.0091 3.5046 -0.2100  0.59
H 5.3300 -6.9460 -2.6295  0.30
H 5.2053 0.5538 -0.1888  -0.20
H -3.6251 0.9585 -4.6234  0.35
O -5.3349 1.6527 -0.7950  0.20
C -5.0141 -0.8564 -3.4304  -0.91
H 4.8217 -1.1994 -3.6768  0.28
H 4.0888 -0.0273 4.0476  0.20
H -4.9557 -1.2253 -0.5022  0.31
H 3.3634 0.0313 -5.7669  0.29
H 2.2227 -5.9756 0.6515  -0.09
H -2.2336 4.2766 3.0231  0.03
C -3.2963 -4.6871 -1.1945  -0.98
C -4.4235 1.7158 2.5836  -1.75
H 1.9729 -4.5715 4.3749  0.26
H -2.9877 -6.4902 -0.0102  0.53
O -0.2272 4.3098 2.4727  -0.28
O 3.2738 -3.7203 0.8007  -0.46
C -1.8998 -6.7699 -1.9225  -1.01
C 8.3020 2.4570 0.8865  -1.54
H -1.4437 -7.7365 -1.7087  0.40
H -1.6440 1.7000 -0.4798  -0.76
H 3.1900 0.4960 1.5500  -0.26
H 3.5938 1.5844 -3.2939  -0.17
H 2.5947 4.2324 1.4166  -0.07
H 7.4829 0.9784 3.2182  0.51
H 4.3761 1.2537 -5.4890  0.30
H -1.2567 6.5498 2.8129  0.25
H -5.2289 -1.3004 -4.4024  0.65
O 4.8702 -0.2838 -1.9562  -0.19
H 6.2777 3.0022 1.1567  -0.28
H -0.2201 -0.5584 3.6843  -0.02
H 1.3905 -3.3660 1.6379  -0.16
H -3.3780 -0.5101 3.4772  0.66
H -2.0881 -0.7650 2.3343  -0.10
H 6.7080 3.8256 3.4506  0.27
O 5.3678 1.1552 2.9083  -0.12
C -3.3978 0.8873 1.9397  2.60
H -6.9900 -2.7469 -3.7439  0.43
N -8.0482 1.2529 -1.5809  -0.67
N -3.9498 0.0325 0.9341  -0.37
H 9.0439 2.0073 1.5462  0.35
H -7.5483 -1.3669 -3.0098  0.36
H -2.0126 0.3306 -4.0867  0.29
O 2.9258 5.1778 -0.3828  -0.46
H 8.1237 1.8601 -0.0079  0.29
H 2.8725 5.9777 2.8404  0.23
C -7.0012 -2.2762 -2.7609  -1.74
H 5.2657 -0.9284 3.1060  0.38
C -0.2272 6.5551 4.6975  -1.24
H 4.3137 1.6266 -1.4090  -0.03
C 1.8114 7.0991 1.4841  -1.28
H -6.8462 2.1254 0.3737  0.39
C 3.5285 0.6430 -3.8394  0.99
H -0.0962 -3.9928 -2.6072  0.45
H 4.1102 7.7433 0.9554  0.30
H -4.8126 2.4112 -2.6900  0.42
C 3.0420 6.3011 1.8134  0.28
C -6.3752 2.5270 -0.5235  -1.56
H -3.0556 -0.5504 -5.1315  0.37
H 0.0201 1.8187 -1.2098  0.01
H -4.4082 0.6510 0.2803  0.23
H -7.9297 4.6686 -1.1662  0.41
C -0.9230 1.2731 -1.1770  -0.52
N 3.4733 0.8810 -5.2320  -0.73
H 0.6149 -5.8024 1.3457  0.17
H -1.4305 1.3676 -2.1370  0.33
H -7.3126 0.5608 -1.5713  0.31
C 2.3766 -3.7280 1.9290  0.06
H 0.7349 6.7058 4.2078  0.05
H -1.1408 -6.0006 -1.7804  -0.06
H -0.9015 -3.3886 0.7161  -0.44
C 2.2316 -0.0187 -3.4191  -0.43
H 2.8365 -3.1038 2.6952  0.24
H -2.1730 -6.7993 -2.9773  0.37
H -4.1264 -6.9649 -2.5153  0.33
H -1.1780 3.9397 4.3561  0.30
H -9.0962 3.9112 -2.0907  0.38
H 2.6592 4.1007 -2.1657  0.39
H -0.4005 7.4485 5.2974  0.43
C 2.9125 3.9807 -1.1124  -0.39
H -1.4786 -0.9603 5.0181  0.35
C -3.0636 -6.2066 -1.0599  0.16
H -0.6902 2.3533 2.7847  -0.19
N -2.6052 6.3947 4.2988  -0.78
H 2.0497 -6.3692 -1.7211  0.19
H -2.3954 -0.8324 -1.8869  0.32
H 5.6825 0.2121 -3.7670  0.43
N 4.1964 7.1826 1.7911  -0.78
H -8.6516 1.0900 -0.7875  0.25
H 0.7555 2.6933 1.8318  -0.62
H 4.1465 7.9079 2.4922  0.28
N 2.0731 -4.0170 -4.2193  -0.67
H 2.3589 -0.3269 -2.3814  -0.23
H -3.1776 -0.3085 0.3796  0.23
C -0.5969 -0.1594 -0.9352  2.17
C 5.1054 0.9025 -1.2167  -0.10
O -1.7861 0.6934 3.7759  -0.36
N -1.8615 -0.9228 -1.0343  0.61
C -1.3145 6.0437 3.7765  0.55
H 8.6780 3.4513 0.6454  0.42
H 1.2594 -6.3805 -3.3445  0.38
H -2.6571 -3.6003 1.1667  0.27
H 2.3653 -4.8530 -4.7049  0.33
H 1.8130 7.2406 0.4034  0.42
C -1.2527 4.5158 3.4338  -0.36
H 4.6575 -5.3026 -2.2510  0.19
H 1.1130 -3.8534 -4.4868  0.27
H -0.0012 -0.6336 -1.7152  -0.84
H 1.7336 0.7770 2.4926  0.57
H -4.1042 3.2349 -1.3387  0.51
H 2.0119 -0.9689 -3.9060  0.29
C 0.8740 -3.7379 -2.1808  -0.53
C 2.1544 0.1825 1.6816  -0.62
H 0.9722 -2.6805 -2.4266  -0.70
N -4.2850 -6.8931 -1.5204  -0.72
C 2.2374 -5.1565 2.5039  0.19
N 1.4833 -5.1827 3.7371  -0.67
H 4.1875 -6.7742 -1.3631  0.23
H -3.3032 5.9490 3.7207  0.27
H -0.0010 5.7883 5.4384  0.34
H 6.8673 0.4204 1.7148  0.34
H -0.8243 2.9241 1.0717  0.40
H 1.7214 8.0545 2.0010  0.41
C 3.2390 5.0081 1.0028  0.18
H 0.1231 -1.3817 0.6213  -1.16
C 4.4515 -6.3693 -2.3400  -0.52
C 2.0867 -4.3966 -2.8368  2.03
H -3.5345 1.6385 -1.8734  -0.35
H 2.5279 -2.0379 0.0191  -0.13
O -3.6277 -0.6013 -3.1447  -0.52
H 1.7472 -7.1586 1.8983  0.53
C -5.6006 -1.8020 -2.3574  1.73
H -4.1728 -4.3818 -0.6229  0.45
C 2.0794 -5.9892 -2.7423  -0.75
C -0.9174 -0.2184 4.4500  -0.56
H 4.0883 -2.5621 -0.7578  0.05
H -4.9289 -2.6565 -2.2752  -0.67
C 0.1055 -0.3065 0.4428  1.85
C 1.6331 -6.1304 1.5551  -1.00
H -4.3335 -7.8009 -1.0805  0.28
H 0.9435 6.4725 1.6895  0.02
H -4.7247 2.5437 1.9419  0.24
H 6.0549 1.3465 -1.5159  0.31
H 2.2554 3.2272 -0.6780  0.08
C 6.7169 1.1898 2.4721  -1.01
H -7.0626 2.8161 -2.6086  0.22
C -8.4279 3.7032 -1.2551  -1.70
H 1.5436 -6.1062 4.1416  0.28
H 2.1966 -0.8636 1.9847  0.05
H 7.3444 4.4999 2.2200  0.26
H -3.5662 -4.4227 -2.2169  0.16
O 1.3896 0.3237 0.4394  0.43
H -1.7110 -5.0308 0.7999  0.30
H -4.0611 1.9842 3.5759  0.50
H 5.7593 -0.0581 4.5115  0.45
H -0.3202 0.4027 5.1176  0.26
C -7.4303 2.5880 -1.6081  0.65
H 4.0907 -1.7942 0.8388  0.18
H -7.5448 -2.7524 -1.9449  0.40
H 3.9309 3.5925 -1.0966  0.26
C -1.8147 -3.9681 0.5809  -0.48
N -5.7723 -1.0769 -1.0778  -0.47
H -0.4919 0.2305 1.1796  -0.45
H -5.3622 1.1651 2.5232  0.43
C -2.6293 0.0088 2.8788  -1.09
H -1.6850 -1.9106 -0.9187  -0.68
H -5.5808 0.0746 -3.4147  0.20
C -0.2754 2.9987 2.0104  0.43
H -5.6648 -0.0823 -1.2172  -0.23
H 3.2668 -5.4642 2.6876  0.36
C 7.0924 2.5796 1.7448  1.36
O -2.1885 -3.8694 -0.7476  -0.13
H -8.9123 3.6780 -0.2790  0.37

Forces on atoms 1 to 6 (eV/Å):
C 0.209 -0.701 0.926
C -1.098 -0.793 1.101
C 0.366 -0.869 -0.640
H 0.243 0.738 0.140
C 0.668 0.259 -0.837
H 0.275 0.083 0.099

---

Entry 3:
Here is a structure of composition C46H42ClN6NiO12Te from the Open Molecules 2025 dataset. Energies are from ωB97M-V/def2-TZVPD.

Results
- 2S+1: 4
- E_HOMO (spin up / spin down): 0.14 / -2.09 eV
- Total charge: -2
- E_tot: -142742.70287 eV
- Energy above the lowest of the compared OMol25 structures with the same formula, charge and spin: 0.0 kcal/mol

Last column: Mulliken spin population.
Atoms and positions in Å:
H -6.1869 2.2809 2.1836  0.00
C 0.5330 -6.1529 3.6139  0.00
O 1.1910 4.3065 0.2402  0.00
C -1.1707 1.9164 2.5284  0.00
C -1.4031 3.0810 4.6269  0.00
O 1.2501 -7.8541 1.6407  0.00
C -5.5466 0.3705 -0.2376  -0.01
O 1.1626 2.0683 -0.4929  0.02
N 1.1227 -1.2223 -1.4116  0.37
H -4.0002 -6.3074 2.4233  0.00
N 0.9294 -6.7338 1.2718  0.00
H 5.5855 -2.6065 3.5094  0.00
N 2.1759 -2.0270 -1.0307  -0.06
C 0.1798 -3.4615 2.9176  0.01
H 0.6937 -4.0642 0.9279  0.00
H -2.0373 3.4982 5.3997  0.00
C 5.8627 -3.8844 1.8098  0.03
C 0.6663 -5.7200 2.3105  0.00
H -3.2253 -5.5614 3.8149  0.00
H -10.3612 0.4976 -0.6966  0.00
H 6.6221 -4.4939 2.2862  0.00
H 1.3044 -2.3659 -4.4052  0.00
H 0.0649 -3.3258 -3.5939  0.01
H 0.8673 1.5971 1.8826  -0.01
H 5.9172 -4.9778 -0.0382  0.00
H -4.9773 -5.4809 3.6487  0.00
H -2.3653 -2.2719 -1.5034  0.02
H -0.9779 -1.7145 -4.8586  0.04
H -2.5967 -0.0664 -5.6605  0.00
H -4.7801 2.6350 1.1926  0.00
C 0.2107 1.9968 2.6475  0.03
C -2.0166 -2.9016 -0.6839  -0.03
O -0.7281 -1.3236 3.3320  0.00
C -5.1023 -0.5939 2.6878  0.00
H 1.6963 -3.2349 -2.9111  0.01
C 0.7808 2.6161 3.7438  0.00
O 0.1532 -6.8287 6.1995  0.00
C -9.6817 0.8167 -1.4911  0.00
C -2.0677 0.1035 -4.7278  -0.02
C -2.2973 1.2789 -3.9816  0.23
H -2.6190 -4.9825 0.8260  0.00
N 0.0669 -5.6336 5.9614  0.00
C -1.5893 1.4156 -2.7927  -0.10
C -2.9290 -2.8969 0.5000  -0.02
C 3.8853 -2.3293 0.5813  -0.01
C -6.1381 -0.5434 -1.1345  0.02
C -6.3232 1.4565 0.2051  -0.01
O -0.1389 -4.7782 6.8024  0.00
H -9.9161 1.8566 -1.7241  0.00
O -3.1588 1.3948 1.2837  0.00
C -3.5864 -1.7483 0.9617  0.01
H -6.0588 -2.2763 -2.3983  0.00
H -3.0494 2.4117 3.4206  0.00
O 0.7955 -6.3982 0.1113  0.00
H 1.8586 2.6806 3.8146  0.00
H -1.8910 -3.9120 -1.0727  0.00
H -6.0919 -0.4871 2.2365  0.00
H -4.5567 0.3323 2.5247  0.00
H -2.9823 2.0478 -4.3135  0.02
H -1.7334 2.3047 -2.1784  0.00
C -8.2442 0.6647 -1.0669  0.00
O 2.5450 -0.3647 0.5353  0.11
H -8.2289 2.4193 0.1503  0.00
H 0.4276 3.6249 5.6067  0.00
C 5.2772 -2.8278 2.4938  -0.01
O 0.4982 3.7949 -1.9610  0.00
C 0.5254 -4.3909 1.9474  0.01
C -7.6497 1.5728 -0.2091  0.00
N -0.7329 0.5338 -2.3092  0.14
H -1.0336 -2.5275 -0.3898  0.02
H -5.0461 -2.4153 -0.9607  0.00
C -1.9743 2.4716 3.5183  0.00
H -0.2752 -3.1424 4.9790  0.00
C -4.5128 -2.9999 2.7777  0.00
H 0.6573 -7.1912 3.8769  0.00
C 5.4607 -4.1580 0.5052  -0.01
H -6.2971 3.4845 0.9026  0.00
Te -3.3371 0.0148 -0.1919  0.03
C 0.5371 -1.4730 -2.5861  0.15
C -4.0379 -5.4491 3.0954  0.00
C -0.0235 3.1525 4.7420  0.00
H -5.1120 -3.0322 3.6827  0.00
H -5.2285 -0.7321 3.7618  0.00
H -9.8946 0.2119 -2.3730  0.00
H -7.8945 -1.1061 -2.2128  0.00
C 0.2202 -5.1983 4.5612  0.00
H -4.5322 -1.4164 -2.3237  0.01
C -3.8959 -4.1576 2.3353  0.00
C -3.1136 -4.0883 1.1926  0.00
C -0.4524 -0.5910 -3.0559  0.13
C -7.4669 -0.3885 -1.5191  0.01
C 4.4813 -3.3893 -0.1033  0.03
N -1.3517 0.3013 0.6377  -0.01
Cl 0.4830 3.3667 -0.5905  0.00
C -1.1588 -0.8174 -4.2832  0.07
C -0.0709 -1.9950 2.5317  0.01
O -0.8803 3.2225 -0.1294  0.00
C -1.8115 1.1833 1.4159  -0.02
Ni 0.6205 0.0347 0.1153  1.71
H 3.8339 -1.2237 2.3970  0.00
C -5.8548 2.5228 1.1690  0.00
C 0.0188 -3.8674 4.2333  0.00
H 4.1514 -3.5972 -1.1124  0.00
C -4.3804 -1.7859 2.1109  0.00
C -5.3991 -1.7255 -1.7292  -0.01
O 0.4621 -1.7013 1.4353  0.01
C 2.8045 -1.4981 -0.0197  0.08
C 4.3007 -2.0526 1.8812  0.02
C 0.9257 -2.6683 -3.4237  -0.02

Forces on atoms 1 to 6 (eV/Å):
H 0.032 -0.026 -0.001
C 0.014 -0.219 0.060
O -0.113 -0.067 -0.053
C -0.059 -0.015 0.011
C -0.012 -0.012 -0.053
O -0.066 0.185 -0.133